Molecular formula: C2H4ClNOS
Method: DFT, the ωB97M-V functional and the def2-TZVPD basis

Calculated values
Energy relative to the best compared isomer or geometry (same formula, charge and spin) in kcal/mol: 0.2
<S²>: 2.022
Frontier orbital gap (alpha / beta) in eV: 8.15 / 8.00
Multiplicity: 3

Element x y z (Å)
C 1.1265 -0.5354 -0.2371
C 1.0926 0.8272 0.2537
N -1.5312 -1.5482 -0.4207
O -3.6005 -0.3163 0.2227
S -2.1468 -0.3955 0.3083
Cl -0.1719 1.8146 -0.6151
H 1.1728 -1.3687 0.4378
H 1.1384 -0.7347 -1.2930
H 2.0308 1.3513 0.0199
H 0.8895 0.9056 1.3236

Cartesian forces (eV/Å) of the 6 atoms listed first:
C 0.323 -0.357 -0.077
C 0.333 0.516 0.052
N 0.318 -0.546 -0.272
O 0.173 0.416 0.162
S -1.019 -0.262 0.215
Cl 0.141 0.294 -0.042